[1]
Formula: C40H70N10
Source: the OMol25 dataset
Level of theory: ωB97M-V/def2-TZVPD

Output
HOMO-LUMO gap = 11.361 eV

Bonds (Å) are listed after each position.
Positions of all 120 atoms, in Å:
1 C -10.876 0.591 0.219  C2 1.506, H6 1.090, H7 1.090, H8 1.090
2 C -10.185 1.915 0.413  C1 1.506, C3 1.534, H9 1.090, H10 1.090
3 C -8.814 1.709 1.069  C2 1.534, C4 1.447, H11 1.090, H12 1.090
4 C -9.068 1.186 2.394  C3 1.447, N5 1.155
5 N -9.417 0.775 3.415  C4 1.155
6 H -10.917 0.002 1.136  C1 1.090
7 H -10.357 -0.012 -0.526  C1 1.090
8 H -11.894 0.757 -0.134  C1 1.090
9 H -10.781 2.627 0.983  C2 1.090
10 H -9.950 2.426 -0.520  C2 1.090
11 H -8.349 2.677 1.258  C3 1.090
12 H -8.103 1.052 0.568  C3 1.090
13 C -0.393 0.356 0.025  C14 1.557, H18 1.090, H19 1.090, H20 1.090
14 C 0.515 -0.823 0.483  C13 1.557, C15 1.568, H21 1.090, H22 1.090
15 C 1.713 -1.117 -0.485  C14 1.568, C16 1.502, H23 1.090, H24 1.090
16 C 2.953 -0.354 -0.118  C15 1.502, N17 1.143
17 N 3.903 0.222 0.151  C16 1.143
18 H -0.717 0.380 -1.015  C13 1.090
19 H 0.014 1.355 0.180  C13 1.090
20 H -1.376 0.288 0.493  C13 1.090
21 H -0.191 -1.652 0.546  C14 1.090
22 H 0.938 -0.718 1.482  C14 1.090
23 H 1.489 -0.986 -1.544  C15 1.090
24 H 1.979 -2.162 -0.325  C15 1.090
25 C 3.690 -11.667 -0.175  C26 1.467, H30 1.090, H31 1.090, H32 1.090
26 C 3.278 -10.652 0.800  C25 1.467, C27 1.509, H33 1.090, H34 1.090
27 C 2.283 -9.606 0.362  C26 1.509, C28 1.502, H35 1.090, H36 1.090
28 C 1.048 -9.924 -0.430  C27 1.502, N29 1.134
29 N 0.031 -10.159 -0.876  C28 1.134
30 H 4.202 -12.431 0.411  C25 1.090
31 H 4.446 -11.180 -0.791  C25 1.090
32 H 2.790 -12.128 -0.581  C25 1.090
33 H 4.144 -10.143 1.225  C26 1.090
34 H 2.661 -10.987 1.634  C26 1.090
35 H 2.793 -8.920 -0.314  C27 1.090
36 H 1.873 -9.066 1.215  C27 1.090
37 C -4.558 7.479 -0.987  C38 1.482, H42 1.090, H43 1.090, H44 1.090
38 C -3.276 7.156 -0.317  C37 1.482, C39 1.472, H45 1.090, H46 1.090
39 C -2.588 8.267 0.361  C38 1.472, C40 1.485, H47 1.090, H48 1.090
40 C -3.459 8.891 1.389  C39 1.485, N41 1.113
41 N -4.133 9.328 2.159  C40 1.113
42 H -4.908 6.525 -1.381  C37 1.090
43 H -4.415 8.285 -1.707  C37 1.090
44 H -5.274 7.818 -0.239  C37 1.090
45 H -2.601 6.534 -0.904  C38 1.090
46 H -3.478 6.352 0.390  C38 1.090
47 H -2.254 9.061 -0.306  C39 1.090
48 H -1.751 7.841 0.914  C39 1.090
49 C 1.195 2.954 5.522  C50 1.568, H54 1.090, H55 1.090, H56 1.090
50 C 0.600 1.960 6.580  C49 1.568, C51 1.496, H57 1.090, H58 1.090
51 C -0.881 1.791 6.463  C50 1.496, C52 1.438, H59 1.090, H60 1.090
52 C -1.560 2.971 6.928  C51 1.438, N53 1.138
53 N -2.148 3.871 7.301  C52 1.138
54 H 1.152 2.727 4.457  C49 1.090
55 H 2.278 3.046 5.607  C49 1.090
56 H 0.899 3.990 5.681  C49 1.090
57 H 0.924 2.175 7.598  C50 1.090
58 H 0.944 0.946 6.380  C50 1.090
59 H -1.214 0.925 7.036  C51 1.090
60 H -1.188 1.785 5.417  C51 1.090
61 C -4.620 -2.746 -4.781  C62 1.602, H66 1.090, H67 1.090, H68 1.090
62 C -5.296 -3.696 -3.683  C61 1.602, C63 1.556, H69 1.090, H70 1.090
63 C -5.147 -5.196 -4.070  C62 1.556, C64 1.463, H71 1.090, H72 1.090
64 C -5.694 -5.420 -5.408  C63 1.463, N65 1.208
65 N -6.175 -5.551 -6.508  C64 1.208
66 H -3.548 -2.934 -4.842  C61 1.090
67 H -4.670 -1.666 -4.643  C61 1.090
68 H -4.869 -2.909 -5.830  C61 1.090
69 H -6.347 -3.470 -3.507  C62 1.090
70 H -4.998 -3.588 -2.640  C62 1.090
71 H -5.712 -5.798 -3.357  C63 1.090
72 H -4.101 -5.498 -4.004  C63 1.090
73 C 0.107 -5.064 -10.979  C74 1.555, H78 1.090, H79 1.090, H80 1.090
74 C 0.124 -3.608 -10.434  C73 1.555, C75 1.609, H81 1.090, H82 1.090
75 C 1.534 -3.164 -9.798  C74 1.609, C76 1.444, H83 1.090, H84 1.090
76 C 1.857 -3.759 -8.523  C75 1.444, N77 1.173
77 N 2.145 -4.299 -7.523  C76 1.173
78 H 0.600 -5.741 -10.281  C73 1.090
79 H 0.755 -5.113 -11.853  C73 1.090
80 H -0.895 -5.444 -11.180  C73 1.090
81 H -0.747 -3.388 -9.818  C74 1.090
82 H -0.192 -2.881 -11.182  C74 1.090
83 H 1.438 -2.133 -9.458  C75 1.090
84 H 2.285 -3.103 -10.587  C75 1.090
85 C 6.077 8.029 -4.901  C86 1.571, H90 1.090, H91 1.090, H92 1.090
86 C 6.859 7.354 -3.717  C85 1.571, C87 1.544, H93 1.090, H94 1.090
87 C 6.432 5.889 -3.480  C86 1.544, C88 1.455, H95 1.090, H96 1.090
88 C 5.026 5.651 -3.191  C87 1.455, N89 1.156
89 N 3.903 5.552 -2.937  C88 1.156
90 H 6.384 7.550 -5.830  C85 1.090
91 H 6.118 9.099 -5.100  C85 1.090
92 H 5.008 7.893 -4.739  C85 1.090
93 H 6.660 7.985 -2.851  C86 1.090
94 H 7.906 7.281 -4.012  C86 1.090
95 H 7.090 5.652 -2.644  C87 1.090
96 H 6.779 5.245 -4.288  C87 1.090
97 C -1.219 -6.371 6.063  C98 1.531, H102 1.090, H103 1.090, H104 1.090
98 C -1.847 -5.561 7.201  C97 1.531, C99 1.527, H105 1.090, H106 1.090
99 C -1.865 -6.299 8.538  C98 1.527, C100 1.471, H107 1.090, H108 1.090
100 C -2.249 -7.719 8.541  C99 1.471, N101 1.112
101 N -2.522 -8.796 8.495  C100 1.112
102 H -0.238 -6.793 6.286  C97 1.090
103 H -1.354 -5.868 5.106  C97 1.090
104 H -1.935 -7.186 5.951  C97 1.090
105 H -2.901 -5.463 6.944  C98 1.090
106 H -1.425 -4.559 7.273  C98 1.090
107 H -2.397 -5.678 9.258  C99 1.090
108 H -0.872 -6.165 8.965  C99 1.090
109 C 9.315 5.893 3.037  C110 1.497, H114 1.090, H115 1.090, H116 1.090
110 C 8.812 6.718 4.180  C109 1.497, C111 1.546, H117 1.090, H118 1.090
111 C 9.892 7.572 4.883  C110 1.546, C112 1.493, H119 1.090, H120 1.090
112 C 10.861 8.174 3.920  C111 1.493, N113 1.108
113 N 11.660 8.585 3.272  C112 1.108
114 H 8.715 5.019 2.785  C109 1.090
115 H 10.347 5.549 3.109  C109 1.090
116 H 9.325 6.579 2.189  C109 1.090
117 H 8.222 6.170 4.915  C110 1.090
118 H 8.056 7.382 3.761  C110 1.090
119 H 10.483 7.047 5.633  C111 1.090
120 H 9.397 8.447 5.304  C111 1.090


[2]
Formula: C40H71F9O27
Source: the OMol25 dataset
Level of theory: ωB97M-V/def2-TZVPD

Output
HOMO-LUMO gap = 11.230 eV

Bonds (Å) are listed after each position.
Positions of all 147 atoms, in Å:
1 C 0.887 7.635 6.236  C2 1.524, H10 1.089, H11 1.093, H12 1.087
2 C 0.567 6.274 5.631  C1 1.524, O3 1.440, H13 1.095, H14 1.089
3 O -0.665 6.390 4.894  C2 1.440, C4 1.301
4 C -1.091 5.421 4.138  O3 1.301, O5 1.175, C6 1.541
5 O -0.484 4.470 3.808  C4 1.175
6 C -2.556 5.603 3.696  C4 1.541, F7 1.329, F8 1.348, F9 1.330
7 F -3.323 4.773 4.394  C6 1.329
8 F -2.960 6.870 3.916  C6 1.348
9 F -2.715 5.370 2.395  C6 1.330
10 H 1.786 7.575 6.848  C1 1.089
11 H 0.145 7.880 6.999  C1 1.093
12 H 0.836 8.358 5.425  C1 1.087
13 H 0.276 5.620 6.460  C2 1.095
14 H 1.369 5.815 5.056  C2 1.089
15 C -0.769 -1.926 -0.906  C16 1.525, H24 1.081, H25 1.092, H26 1.088
16 C 0.060 -0.751 -1.416  C15 1.525, O17 1.432, H27 1.088, H28 1.090
17 O -0.288 0.443 -0.707  C16 1.432, C18 1.303
18 C 0.250 0.618 0.467  O17 1.303, O19 1.172, C20 1.520
19 O 0.922 -0.173 1.012  C18 1.172
20 C -0.137 1.949 1.091  C18 1.520, F21 1.361, F22 1.350, F23 1.314
21 F 0.399 2.939 0.327  C20 1.361
22 F -1.462 2.203 1.046  C20 1.350
23 F 0.243 2.029 2.347  C20 1.314
24 H -0.224 -2.858 -0.953  C15 1.081
25 H -1.704 -2.072 -1.451  C15 1.092
26 H -1.040 -1.672 0.117  C15 1.088
27 H -0.156 -0.559 -2.465  C16 1.088
28 H 1.130 -0.960 -1.402  C16 1.090
29 C -2.404 -1.760 2.606  C30 1.517, H38 1.088, H39 1.089, H40 1.093
30 C -3.704 -1.065 2.965  C29 1.517, O31 1.465, H41 1.087, H42 1.087
31 O -3.711 -0.531 4.329  C30 1.465, C32 1.312
32 C -2.984 0.545 4.518  O31 1.312, O33 1.178, C34 1.542
33 O -2.200 1.007 3.771  C32 1.178
34 C -3.227 1.119 5.929  C32 1.542, F35 1.311, F36 1.344, F37 1.344
35 F -2.264 1.940 6.271  C34 1.311
36 F -4.405 1.767 5.945  C34 1.344
37 F -3.277 0.129 6.837  C34 1.344
38 H -1.552 -1.086 2.659  C29 1.088
39 H -2.563 -2.199 1.622  C29 1.089
40 H -2.180 -2.534 3.345  C29 1.093
41 H -4.468 -1.837 3.003  C30 1.087
42 H -3.929 -0.235 2.300  C30 1.087
43 C -2.418 -1.678 -5.328  C44 1.526, H50 1.090, H51 1.093, H52 1.085
44 C -1.094 -0.980 -5.628  C43 1.526, O45 1.427, H53 1.092, H54 1.094
45 O -1.359 0.372 -5.998  C44 1.427, C46 1.326
46 C -0.945 1.328 -5.178  O45 1.326, O47 1.200, O48 1.308
47 O -0.471 1.172 -4.087  C46 1.200
48 O -1.123 2.477 -5.778  C46 1.308, C49 1.432
49 C -0.947 3.663 -4.995  O48 1.432, H55 1.085, H56 1.090, H57 1.085
50 H -2.930 -1.183 -4.502  C43 1.090
51 H -2.131 -2.657 -4.933  C43 1.093
52 H -3.071 -1.714 -6.193  C43 1.085
53 H -0.537 -1.548 -6.376  C44 1.092
54 H -0.454 -0.976 -4.741  C44 1.094
55 H 0.018 4.126 -5.170  C49 1.085
56 H -1.023 3.382 -3.944  C49 1.090
57 H -1.764 4.319 -5.275  C49 1.085
58 C 2.169 -4.022 1.722  C59 1.503, H65 1.089, H66 1.091, H67 1.091
59 C 3.117 -5.024 1.123  C58 1.503, O60 1.424, H68 1.087, H69 1.093
60 O 3.106 -6.211 1.909  C59 1.424, C61 1.338
61 C 4.193 -6.987 1.812  O60 1.338, O62 1.208, O63 1.332
62 O 5.220 -6.683 1.253  C61 1.208
63 O 3.911 -8.161 2.373  C61 1.332, C64 1.401
64 C 4.943 -9.103 2.470  O63 1.401, H70 1.088, H71 1.088, H72 1.090
65 H 1.129 -4.204 1.457  C58 1.089
66 H 2.352 -3.016 1.341  C58 1.091
67 H 2.199 -4.015 2.812  C58 1.091
68 H 4.121 -4.615 1.036  C59 1.087
69 H 2.819 -5.258 0.098  C59 1.093
70 H 5.428 -9.244 1.507  C64 1.088
71 H 4.513 -10.061 2.758  C64 1.088
72 H 5.698 -8.911 3.232  C64 1.090
73 C 1.083 -4.481 -5.178  C74 1.522, H80 1.085, H81 1.100, H82 1.099
74 C -0.191 -4.687 -4.370  C73 1.522, O75 1.410, H83 1.094, H84 1.092
75 O -0.066 -5.917 -3.691  C74 1.410, C76 1.326
76 C -0.592 -6.033 -2.479  O75 1.326, O77 1.186, O78 1.306
77 O -1.100 -5.162 -1.854  C76 1.186
78 O -0.461 -7.287 -2.137  C76 1.306, C79 1.434
79 C -0.824 -7.653 -0.799  O78 1.434, H85 1.090, H86 1.088, H87 1.084
80 H 2.044 -4.514 -4.675  C73 1.085
81 H 1.078 -3.576 -5.803  C73 1.100
82 H 1.069 -5.188 -6.019  C73 1.099
83 H -1.000 -4.694 -5.106  C74 1.094
84 H -0.346 -3.808 -3.741  C74 1.092
85 H -1.905 -7.560 -0.689  C79 1.090
86 H -0.285 -6.997 -0.118  C79 1.088
87 H -0.543 -8.685 -0.624  C79 1.084
88 C 2.467 0.010 -4.311  C89 1.516, H95 1.091, H96 1.095, H97 1.088
89 C 3.067 -1.361 -4.554  C88 1.516, O90 1.438, H98 1.093, H99 1.089
90 O 4.215 -1.582 -3.716  C89 1.438, C91 1.333
91 C 4.121 -2.335 -2.620  O90 1.333, O92 1.173, O93 1.315
92 O 3.212 -3.016 -2.326  C91 1.173
93 O 5.248 -2.142 -1.973  C91 1.315, C94 1.434
94 C 5.380 -2.600 -0.620  O93 1.434, H100 1.094, H101 1.085, H102 1.086
95 H 1.719 0.146 -5.093  C88 1.091
96 H 3.247 0.759 -4.484  C88 1.095
97 H 2.049 0.313 -3.353  C88 1.088
98 H 3.424 -1.395 -5.586  C89 1.093
99 H 2.332 -2.163 -4.526  C89 1.089
100 H 4.649 -2.196 0.087  C94 1.094
101 H 6.310 -2.205 -0.223  C94 1.085
102 H 5.305 -3.683 -0.651  C94 1.086
103 C 1.293 -0.458 5.042  C104 1.527, H110 1.088, H111 1.094, H112 1.087
104 C 0.685 0.820 5.618  C103 1.527, O105 1.445, H113 1.086, H114 1.092
105 O 1.618 1.198 6.654  C104 1.445, C106 1.331
106 C 1.580 2.474 7.029  O105 1.331, O107 1.199, O108 1.343
107 O 0.693 3.245 6.795  C106 1.199
108 O 2.631 2.715 7.830  C106 1.343, C109 1.408
109 C 2.960 4.078 7.955  O108 1.408, H115 1.090, H116 1.101, H117 1.085
110 H 0.825 -0.774 4.112  C103 1.088
111 H 1.149 -1.208 5.825  C103 1.094
112 H 2.367 -0.356 4.902  C103 1.087
113 H -0.361 0.650 5.858  C104 1.086
114 H 0.657 1.633 4.889  C104 1.092
115 H 2.141 4.725 8.269  C109 1.090
116 H 3.243 4.532 6.992  C109 1.101
117 H 3.857 4.224 8.548  C109 1.085
118 C 1.757 4.509 -2.560  C119 1.507, H125 1.091, H126 1.086, H127 1.095
119 C 1.843 5.958 -2.154  C118 1.507, O120 1.445, H128 1.094, H129 1.089
120 O 0.603 6.674 -2.351  C119 1.445, C121 1.307
121 C 0.117 6.875 -3.548  O120 1.307, O122 1.196, O123 1.317
122 O 0.640 6.600 -4.587  C121 1.196
123 O -1.022 7.525 -3.426  C121 1.317, C124 1.420
124 C -1.608 8.035 -4.615  O123 1.420, H130 1.088, H131 1.083, H132 1.098
125 H 2.643 4.037 -2.133  C118 1.091
126 H 1.574 4.418 -3.627  C118 1.086
127 H 0.913 3.968 -2.121  C118 1.095
128 H 2.642 6.498 -2.672  C119 1.094
129 H 2.038 6.166 -1.103  C119 1.089
130 H -0.854 8.321 -5.344  C124 1.088
131 H -2.343 8.811 -4.440  C124 1.083
132 H -2.168 7.201 -5.057  C124 1.098
133 C -4.289 1.963 -2.298  C134 1.508, H140 1.091, H141 1.088, H142 1.093
134 C -3.591 0.659 -2.007  C133 1.508, O135 1.447, H143 1.089, H144 1.094
135 O -4.354 -0.475 -2.483  C134 1.447, C136 1.328
136 C -4.718 -1.380 -1.582  O135 1.328, O137 1.203, O138 1.339
137 O -4.983 -1.220 -0.420  C136 1.203
138 O -4.826 -2.552 -2.222  C136 1.339, C139 1.406
139 C -5.349 -3.633 -1.491  O138 1.406, H145 1.090, H146 1.087, H147 1.093
140 H -3.574 2.784 -2.241  C133 1.091
141 H -5.149 2.137 -1.655  C133 1.088
142 H -4.668 2.001 -3.323  C133 1.093
143 H -3.304 0.590 -0.959  C134 1.089
144 H -2.664 0.538 -2.577  C134 1.094
145 H -5.864 -4.281 -2.200  C139 1.090
146 H -6.041 -3.402 -0.685  C139 1.087
147 H -4.536 -4.241 -1.088  C139 1.093


Calculated LUMO energy (eV), listed in the same order as above: -0.014 0.529
Calculated HOMO (eV), listed in the same order as above: -11.3750 -10.7018
Calculated energy relative to the best compared isomer or geometry (same formula, charge and spin) (kcal per mole), listed in the same order as above: 140.1 0.0